<i>
C25H25N3O4S | ωB97M-V/def2-TZVPD

Positions of all 58 atoms, in Å:
S1 2.41150 -1.42499 -2.20718
O1 -0.50320 0.92015 -3.43354
O2 1.23806 -3.91664 2.75466
O3 -2.07374 4.07039 -1.28544
O4 -1.71754 5.73364 0.64557
N1 -0.51428 -1.10975 -2.45200
N2 3.92549 -3.59536 0.30118
N3 1.38715 0.35478 -0.53742
C1 -1.18189 3.67608 -0.34652
C2 -2.39420 3.17807 -2.33038
C3 -0.98956 4.59165 0.71889
C4 -0.46521 -2.56827 1.89319
C5 -1.33331 -2.19466 0.89168
C6 2.06733 -5.05652 2.67290
C7 -0.41377 -3.87101 -0.53245
C8 2.30969 -0.88098 1.76486
C9 0.58659 3.07054 1.71767
C10 0.08394 -0.06967 -3.04447
C11 2.08920 -0.75285 -0.61263
C12 -1.88562 -1.06603 -1.99462
C13 1.57978 0.28512 1.83629
C14 -1.56690 6.69434 1.66068
C15 -0.09800 4.27413 1.73021
C16 -2.27742 -2.43170 -1.43164
C17 0.40667 2.16415 0.67974
C18 0.46202 -4.26209 0.46725
C19 1.58562 -0.20539 -3.26354
C20 3.33579 -2.61372 0.38462
C21 2.59775 -1.42579 0.51304
C22 -0.47662 2.48820 -0.35755
C23 0.43853 -3.61585 1.69718
C24 1.14177 0.90156 0.65592
C25 -1.33149 -2.84965 -0.33674
H1 -3.09463 3.71667 -2.96604
H2 1.15963 -5.06024 0.27261
H3 -2.26280 -3.17120 -2.23409
H4 -3.29540 -2.36794 -1.04299
H5 -0.58879 1.79260 -1.17106
H6 2.54033 -5.14249 3.64982
H7 2.83807 -4.93965 1.90558
H8 1.32953 0.70806 2.79472
H9 0.05291 -1.86541 -2.09073
H10 -1.98554 -0.29851 -1.21669
H11 -2.23493 7.51117 1.39254
H12 -2.52757 -0.78261 -2.83416
H13 1.48056 -5.95816 2.47329
H14 -2.87702 2.27515 -1.94321
H15 1.77840 -0.52874 -4.28759
H16 -1.85691 6.29688 2.63915
H17 2.04691 0.76915 -3.10481
H18 -2.03203 -1.38983 1.06867
H19 2.65426 -1.38330 2.65655
H20 -0.38427 -4.39125 -1.48001
H21 -0.47277 -2.06971 2.84976
H22 -0.53956 7.06998 1.71154
H23 0.07511 4.96253 2.54198
H24 1.29084 2.86786 2.50923
H25 -1.51843 2.88712 -2.91348

Its HOMO energy is -8.0 eV. Its structure (SMILES) is COc1ccc(CCNC(=O)CSc2nc(-c3ccc(OC)c(OC)c3)ccc2C#N)cc1.

---

<ii>
C25H25N3O4S | ωB97M-V/def2-TZVPD

Positions of all 58 atoms, in Å:
S1 -2.45039 1.94076 -6.83456
O1 2.55134 0.71460 2.57292
O2 -1.53221 2.63310 -2.08347
O3 2.20690 -1.70699 1.74615
O4 1.76793 0.06691 5.58612
N1 -2.40449 0.11398 -5.02015
N2 -2.27636 -1.73678 -3.55455
N3 -1.76421 2.25960 -4.27915
C1 -2.07167 -0.51281 -3.79552
C2 -2.13373 1.44782 -5.18663
C3 0.69059 -0.98073 -0.00540
C4 -0.21684 -2.47509 3.97976
C5 0.04961 0.07290 -0.69431
C6 -1.56638 1.82128 -2.98332
C7 -1.07137 -1.74492 3.16826
C8 -0.06577 0.28107 3.96820
C9 2.09708 1.43403 5.59345
C10 1.75638 0.58077 1.49122
C11 1.53540 -0.75245 1.05611
C12 1.65004 -2.61960 5.66494
C13 1.14558 1.61899 0.80106
C14 2.93628 -3.90459 2.25223
C15 -2.97177 0.31966 -7.21430
C16 3.20530 1.80715 4.59607
C17 0.72416 -1.84957 4.77509
C18 -0.78101 -0.31108 -1.79603
C19 2.04613 -3.05661 1.35875
C20 0.81177 -0.44799 4.75658
C21 0.30106 1.37657 -0.26485
C22 2.72872 1.98857 3.15624
C23 -2.88722 -0.49728 -6.15846
C24 -1.43212 0.35331 -2.79650
C25 -0.99586 -0.36729 3.17160
H1 2.68449 -2.39620 5.40822
H2 2.33721 -3.18308 0.30583
H3 3.96364 1.02363 4.61366
H4 1.21614 2.06892 5.44668
H5 1.79355 2.56105 3.14645
H6 2.47624 1.61210 6.60602
H7 0.99559 -3.35567 1.47421
H8 -0.04185 1.35989 3.95387
H9 -3.14885 -1.53944 -6.14578
H10 2.84474 -4.95205 1.97846
H11 3.48176 2.54908 2.58342
H12 3.97218 -3.59563 2.14352
H13 -1.79255 -2.24883 2.54222
H14 1.47599 -3.68960 5.57894
H15 1.50382 -2.31996 6.70194
H16 0.50421 -1.99006 -0.33615
H17 -0.87140 -1.38844 -1.90105
H18 -3.31074 0.08152 -8.20060
H19 3.65758 2.74255 4.92804
H20 1.31950 2.64318 1.09068
H21 -0.28164 -3.55455 3.99428
H22 -2.70582 -2.28463 -4.28963
H23 -1.65544 0.21697 2.54721
H24 -0.18095 2.20591 -0.75320
H25 2.64213 -3.77501 3.28832

Its HOMO energy is -7.7 eV. Its structure (SMILES) is [H]/N=C1/C(=C/c2ccc(OCCCOc3ccccc3C)c(OCC)c2)C(=O)N=C2SC=CN21.

---

Which one sits at the bottom of the stability order? <ii> does.